The following is a DFT calculation (ωB97M-V with the def2-TZVPD basis set) of 2 unconnected molecules or ions with the total composition C4H8O2.

Results
Strongest force on any atom = 0.480 eV/A
Net charge = 0
Kohn-Sham gap = 10.594 eV
DFT total energy = -307.6437 Ha

Last column: Löwdin charge in e.
Cartesian coordinates (Å):
1 C -3.04457 0.10934 -0.99753  -0.18
2 O -2.79655 -0.54578 -1.97959  -0.02
3 H 3.10671 -0.23359 1.23162  0.07
4 H 1.64384 -1.03509 1.83550  0.08
5 H 1.78792 0.97636 -0.49225  0.11
6 H -3.60822 -0.28884 -0.13411  0.09
7 O -1.01852 -0.10110 0.64154  0.03
8 H 2.27703 -1.43194 0.22771  0.08
9 H -0.16136 -0.33715 -1.16351  0.13
10 H 1.07580 1.26974 1.11480  0.12
11 C -0.06808 -0.01593 -0.10334  -0.26
12 C 2.12413 -0.61868 0.94501  -0.10
13 C 1.26882 0.50887 0.35170  -0.21
14 H -2.73425 1.16913 -0.91143  0.08

=====

The following is a DFT calculation (ωB97M-V with the def2-TZVPD basis set) of a molecular structure, C4H8O2 in a non-equilibrium geometry.

Results
Strongest force on any atom = 3.832 eV/A
Net charge = 0
Kohn-Sham gap = 9.549 eV
DFT total energy = -307.5128 Ha

Last column: Löwdin charge in e.
Cartesian coordinates (Å):
1 C 1.59424 -0.22127 -0.42731  -0.06
2 H 1.57557 -0.65589 0.57126  0.08
3 H 0.19907 0.53866 -1.92550  0.14
4 H -1.77849 0.72120 -0.56823  0.14
5 O 0.54469 1.96808 -0.01059  -0.13
6 H -2.14522 -0.69867 1.37217  0.08
7 C -1.24371 -0.87121 0.78655  -0.03
8 C -0.90779 0.39200 0.01307  -0.39
9 H -1.41617 -1.69893 0.10014  0.09
10 H 2.16237 0.73396 -0.21970  0.12
11 H 2.01184 -0.90140 -1.16365  0.08
12 O -0.48576 1.45463 0.85848  -0.11
13 H -0.44002 -1.14059 1.46869  0.08
14 C 0.32937 0.37943 -0.85539  -0.09

=====

The following is a DFT calculation (ωB97M-V with the def2-TZVPD basis set) of a single C4H8O2 molecule.

Results
Strongest force on any atom = 0.560 eV/A
Net charge = 0
Kohn-Sham gap = 10.505 eV
DFT total energy = -307.6541 Ha

Last column: Löwdin charge in e.
Cartesian coordinates (Å):
1 H -1.30846 -1.48998 1.10304  0.10
2 H 1.43094 -0.03480 1.34354  0.13
3 H -0.23442 -1.04984 -0.90447  0.16
4 C 1.38974 -0.38581 0.28922  -0.21
5 O 2.32403 -0.95043 -0.22629  0.07
6 H 0.59094 1.89871 -1.09535  0.09
7 H -2.32604 -0.15278 1.70526  0.09
8 H 1.15455 0.61159 -2.19534  0.09
9 C 0.09238 -0.09526 -0.45571  -0.39
10 C 0.33565 0.93555 -1.54854  -0.02
11 H -0.57202 1.06774 -2.14367  0.09
12 H -0.66368 -0.34215 2.31222  0.08
13 C -1.30864 -0.43869 1.42706  -0.10
14 O -0.90497 0.42615 0.38902  -0.16

=====

The following is a DFT calculation (ωB97M-V with the def2-TZVPD basis set) of a single C4H8O2 molecule in a non-equilibrium geometry.

Results
Strongest force on any atom = 1.993 eV/A
Net charge = 0
Kohn-Sham gap = 11.146 eV
DFT total energy = -307.6038 Ha

Last column: Löwdin charge in e.
Cartesian coordinates (Å):
1 C 1.07300 -0.61447 -0.32847  -0.26
2 H -2.18288 1.03474 -0.53020  0.10
3 H 0.88317 -1.36782 -1.09572  0.15
4 O -1.23643 -0.64051 0.09573  -0.18
5 H -2.46116 0.61712 1.19096  0.09
6 C 2.42491 -0.09158 -0.16034  -0.13
7 H 0.02941 0.68896 1.04704  0.14
8 O 1.93409 -1.10271 0.70099  -0.03
9 H -0.47984 1.08512 -0.62677  0.14
10 H 2.54565 0.87946 0.31938  0.12
11 C -0.13575 0.21511 0.06265  -0.21
12 H 3.20796 -0.37138 -0.86365  0.11
13 H -3.23066 -0.49491 -0.00152  0.10
14 C -2.37146 0.16289 0.18992  -0.13

=====

The following is a DFT calculation (ωB97M-V with the def2-TZVPD basis set) of a single C4H8O2 molecule in a non-equilibrium geometry.

Results
Strongest force on any atom = 2.875 eV/A
Net charge = 0
Kohn-Sham gap = 10.561 eV
DFT total energy = -307.5644 Ha

Last column: Löwdin charge in e.
Cartesian coordinates (Å):
1 H -2.14812 1.43790 -0.10042  0.09
2 H -2.80782 0.04630 0.80514  0.09
3 C 2.31682 0.01476 -0.25978  -0.15
4 H -0.49106 -0.42262 1.56635  0.14
5 C -2.33382 0.35286 -0.14141  -0.12
6 H -3.01738 0.13878 -0.96563  0.09
7 H 3.15584 -0.44872 -0.79928  0.12
8 O -1.15368 -0.36230 -0.39670  -0.18
9 C 1.11819 -0.82521 0.12909  -0.26
10 H 2.04313 1.02255 -0.52940  0.11
11 C -0.15331 -0.12191 0.55219  -0.20
12 H 1.27279 -1.36427 -0.79799  0.14
13 H 0.08362 0.95720 0.63048  0.13
14 O 2.18225 -0.56049 1.00843  -0.01

=====

The following is a DFT calculation (ωB97M-V with the def2-TZVPD basis set) of a molecular structure, C4H8O2.

Results
Strongest force on any atom = 0.508 eV/A
Net charge = 0
Kohn-Sham gap = 8.922 eV
DFT total energy = -307.4952 Ha

Last column: Löwdin charge in e.
Cartesian coordinates (Å):
1 H 1.41363 -0.91347 1.12251  0.08
2 O -1.87876 -0.60586 0.39719  -0.11
3 H -0.19782 1.03104 0.73093  0.14
4 H -0.17531 -1.71466 -0.23872  0.12
5 C 1.86124 0.02099 0.74915  -0.14
6 C -0.95077 -1.03214 -0.60572  -0.17
7 C -1.48495 0.76342 0.11972  -0.17
8 H 2.59752 -0.21831 -0.02658  0.08
9 H -0.16960 0.84142 -1.79504  0.13
10 O 0.89755 0.90347 0.21519  -0.23
11 H 2.38145 0.50603 1.58444  0.08
12 C -0.55661 0.38844 -0.89110  -0.05
13 H -1.46980 -1.48964 -1.45916  0.14
14 H -2.26779 1.51927 0.09718  0.12

=====

We obtain relative energy (zero: lowest compared OMol25 entry of this formula, charge and spin) values of 180.6, 524.2, 153.3, 285.1, 388.6, 570.2 kJ/mol for the records listed above, in that order.